Record 1
Computed, not measured: C6H2N4 in the gas phase at a distorted geometry, with ωB97M-V with the def2-TZVPD basis set.

```
12
Properties=species:S:1:pos:R:3:mulliken_charge:R:1
C 3.13228 1.67784 -1.79366 0.27
C 1.12057 1.51602 -3.34626 0.33
C -1.13677 1.24848 -2.25045 0.52
C -0.37441 0.09499 -0.06259 -0.09
C 2.07395 1.37848 -2.58733 0.05
C -0.81262 0.91276 -1.12075 -0.11
N 3.96176 2.03190 -1.07779 -0.38
N 0.03206 1.70168 -4.04127 -0.26
N -1.11161 1.63669 -3.50650 -0.38
N 0.40568 0.46771 0.85361 -0.54
H -0.71871 -0.94750 -0.21508 0.34
H 0.73042 -0.26658 1.47611 0.26
```

calculated total energy: -448.60479 Eh
F_max: 3.095 eV Å⁻¹
E_LUMO: -2.4 eV
charge: 0
structure (SMILES): [H]/N=C/C#C/N=N\C#CC#N
highest occupied orbital energy: -10.240 eV


Record 2
Computed, not measured: C15H28BrN3ORhSe as an isolated structure, with ωB97M-V with the def2-TZVPD basis set.

```
50
Properties=species:S:1:pos:R:3:mulliken_charge:R:1
Rh 0.27398 0.66034 -0.57762 0.08
C 3.06849 -0.04022 -1.44600 -1.05
N 2.34958 0.88289 -0.53503 0.54
C 2.83888 2.25500 -0.84909 -1.01
C 2.72670 0.55131 0.86749 -0.48
C 1.86758 1.30768 1.85749 -1.19
N 0.43666 0.97142 1.67330 1.09
C -0.39959 2.13425 2.01576 -1.31
C 0.04857 -0.13389 2.56248 -1.41
H 4.14716 0.08814 -1.32208 0.37
H 2.78513 0.19351 -2.46900 0.23
H 2.79995 -1.06843 -1.21818 0.42
H 3.90339 2.31699 -0.60682 0.36
H 2.28275 2.99672 -0.28435 0.23
H 2.68226 2.44839 -1.90490 0.37
H 3.78576 0.78166 1.01811 0.50
H 2.61080 -0.52577 1.00170 0.34
H 1.99133 2.38027 1.71919 0.51
H 2.18572 1.08122 2.88050 0.31
H -0.22976 2.44002 3.05394 0.40
H -1.44706 1.86428 1.89889 0.33
H -0.16586 2.96318 1.34989 0.32
H -0.03070 0.21594 3.59717 0.36
H 0.79392 -0.92217 2.54435 0.61
H -0.91406 -0.53695 2.25011 0.08
Se 0.10351 1.65676 -2.60584 -0.57
Br 1.07145 -5.03896 1.43042 -0.14
C 0.58305 -3.87623 0.03766 -0.68
C 0.11756 -4.35575 -1.17338 -0.10
C -0.19864 -3.43044 -2.15285 -0.95
C -0.06435 -2.08072 -1.88409 -0.57
N 0.36213 -1.61298 -0.70015 0.95
C 0.69626 -2.51047 0.23092 -0.11
H 0.01821 -5.41832 -1.34728 0.47
H -0.54583 -3.74711 -3.12604 0.46
H -0.29034 -1.33392 -2.63119 0.59
H 1.08676 -2.14101 1.16343 0.26
C -4.03955 1.41155 -0.10768 -0.61
C -4.13292 -0.02787 -0.61816 -0.70
C -2.69002 -0.53079 -0.55418 -0.44
O -1.86145 0.63927 -0.31530 0.39
C -2.66882 1.81956 -0.59147 -0.72
H -4.08801 1.44829 0.98205 0.25
H -4.82305 2.05136 -0.50873 0.41
H -4.48769 -0.03643 -1.64808 0.33
H -4.80381 -0.64670 -0.02643 0.35
H -2.37867 -1.00057 -1.48511 0.10
H -2.50883 -1.21581 0.27469 0.36
H -2.63671 2.02270 -1.66218 0.38
H -2.21189 2.64883 -0.05835 0.31
```

calculated total energy: -5913.60632 Eh
F_max: 0.322 eV Å⁻¹
E_LUMO (spin up / spin down): -3.9 / -3.9 eV
charge: +1
highest occupied orbital energy (spin up / spin down): -10.340 / -10.318 eV


Record 3
Computed, not measured: C3H3NO2 in the gas phase at a distorted geometry, with ωB97M-V with the def2-TZVPD basis set.

```
9
Properties=species:S:1:pos:R:3:mulliken_charge:R:1
O 1.03057 -1.42367 0.73866 -0.70
C -0.07962 -0.96057 0.20872 0.08
C 0.15498 0.43862 -0.18637 0.32
O 1.23149 0.89305 0.28922 -0.47
C -0.78839 1.28336 -0.84539 0.04
N -1.57341 1.89426 -1.42954 -0.29
H 1.59784 -0.15618 0.66832 0.46
H -0.76731 -1.57471 -0.39196 0.39
H -0.80614 -0.39417 0.94834 0.16
```

calculated total energy: -321.24610 Eh
F_max: 1.193 eV Å⁻¹
E_LUMO (spin up / spin down): -1.3 / -1.3 eV
charge: 0
highest occupied orbital energy (spin up / spin down): -10.142 / -10.142 eV


Record 4
Computed, not measured: C21H37FeN6O5PS2 as an isolated structure at a distorted geometry, with ωB97M-V with the def2-TZVPD basis set.

```
73
Properties=species:S:1:pos:R:3:mulliken_spin:R:1
Fe -0.10175 0.65232 -0.03715 1.08
O -2.09910 1.37261 5.03566 0.00
C -2.22716 0.06369 4.77713 0.00
C -2.76210 -0.74245 5.78265 0.00
C -2.93558 -2.09442 5.58231 0.00
C -2.58589 -2.68377 4.36658 0.00
C -2.04576 -1.89978 3.37414 0.00
C -1.84814 -0.52443 3.55880 0.01
C -1.22081 0.23574 2.47440 0.00
O -0.86912 -0.34780 1.38452 0.02
N -0.97647 1.50067 2.63556 -0.02
N -0.33069 2.10026 1.58236 0.00
C -0.17635 3.35850 1.82299 -0.01
S -0.80730 4.05404 3.29897 -0.01
C -0.48827 5.77594 2.82522 0.00
C 0.77336 5.81160 1.99562 0.00
S 0.66113 4.46742 0.77921 0.00
H -1.70087 1.80515 4.25453 0.00
H -3.02448 -0.27196 6.72086 0.00
H -3.34267 -2.70362 6.37885 0.00
H -2.72501 -3.74539 4.21419 0.00
H -1.76114 -2.32335 2.42129 0.00
H -0.37627 6.34430 3.74724 0.00
H -1.34916 6.14587 2.27123 0.00
H 1.66531 5.65433 2.59887 0.00
H 0.86829 6.73863 1.43260 0.00
N 0.81013 2.48679 -1.68673 -0.02
N -0.37795 3.12500 -2.03888 0.01
C -1.60205 2.63707 -1.56723 0.00
O -2.62083 3.23289 -1.79793 -0.01
O -1.50556 1.49949 -0.92833 -0.01
H 1.33981 3.02114 -1.00170 0.00
H 1.37445 2.38017 -2.52451 0.00
H -0.36188 4.09107 -2.32259 0.00
N 4.10448 0.62509 0.90412 0.00
C 3.06766 0.82756 0.07615 0.00
N 3.30754 0.77031 -1.25101 0.00
O 1.93389 1.06878 0.53844 0.02
H 5.04127 0.46946 0.57859 0.00
H 3.93900 0.69487 1.89335 0.00
H 4.20106 0.52146 -1.63584 0.00
H 2.51480 0.83216 -1.85954 0.00
C 2.12559 -1.53348 -3.84278 0.00
C 1.49033 -2.35721 -2.71953 -0.01
C 2.58569 -2.91662 -1.80348 0.00
P 0.22336 -1.37366 -1.77899 -0.07
C -1.13625 -1.05770 -3.03173 0.00
C -0.89077 0.21329 -3.84315 0.00
C -1.45584 -2.19456 -3.99993 0.00
C -0.52747 -2.59560 -0.58320 0.00
C 0.35245 -2.71599 0.67324 0.00
C -0.84919 -3.99454 -1.10687 0.00
H 2.83753 -2.15457 -4.38843 0.00
H 2.67072 -0.67423 -3.44893 0.00
H 1.39133 -1.17504 -4.56047 0.00
H 0.93656 -3.18323 -3.16944 0.00
H 2.93975 -2.16549 -1.09346 0.00
H 3.43739 -3.23424 -2.40728 0.00
H 2.24383 -3.78401 -1.24428 0.00
H -1.99713 -0.86034 -2.38516 0.00
H -0.20734 0.03793 -4.67523 0.00
H -0.49064 0.99120 -3.23042 0.01
H -1.83280 0.56910 -4.26226 0.00
H -0.60929 -2.41528 -4.65263 0.00
H -2.28674 -1.88396 -4.63575 0.00
H -1.75677 -3.11305 -3.50571 0.00
H -1.46169 -2.09936 -0.29731 0.00
H 1.26042 -3.28016 0.46811 0.00
H -0.19475 -3.24964 1.45030 0.00
H 0.63522 -1.74822 1.07593 0.00
H 0.04308 -4.51224 -1.46226 0.00
H -1.58599 -3.98374 -1.90407 0.00
H -1.27041 -4.58276 -0.28982 0.00
```

calculated total energy: -3928.39602 Eh
F_max: 2.475 eV Å⁻¹
E_LUMO (spin up / spin down): -4.7 / -3.8 eV
charge: +1
spin multiplicity: 2
highest occupied orbital energy (spin up / spin down): -10.369 / -10.368 eV


Record 5
Computed, not measured: C30H43N8O13 as an isolated structure at a distorted geometry, with ωB97M-V with the def2-TZVPD basis set.

```
94
Properties=species:S:1:pos:R:3:mulliken_charge:R:1
N 0.55984 1.24713 0.12919 0.81
O 1.22271 0.48166 -0.67951 -0.69
O 0.67376 2.43354 0.10958 -0.67
O -0.30994 0.75450 0.80263 -0.38
C 0.53362 -1.07452 -3.68600 -0.49
C -0.35115 -0.53768 -4.93122 -0.36
C -0.34124 -1.32666 -6.24384 -0.50
C 0.49361 -2.52824 -6.33705 0.51
C 1.31899 -3.03177 -5.18517 -0.92
C 1.26341 -2.20494 -3.86542 -0.10
N 0.76393 -3.05117 -7.71067 0.78
O 1.98371 -3.19163 -8.06392 -0.51
O -0.21181 -3.30688 -8.39771 -0.52
H 0.48864 -0.51541 -2.76221 0.64
H -1.04998 0.46118 -4.81973 0.25
H -1.02434 -1.15671 -7.11632 0.33
H 1.80840 -3.80183 -5.48353 0.62
H 1.96225 -2.60814 -3.02840 0.24
C 2.67386 -3.74707 1.92832 -0.25
C 2.11465 -2.45806 1.29817 -0.55
C 3.13691 -1.19780 1.36835 -0.48
C 4.56062 -1.33483 2.19364 0.01
C 4.80534 -2.68446 2.90088 -0.56
C 3.85951 -3.94408 2.58409 -0.71
N 5.56731 -0.34992 2.21613 0.89
O 5.39995 0.76419 1.66578 -0.55
O 6.53947 -0.52256 2.96535 -0.59
H 1.97522 -4.89272 1.70283 0.09
H 1.28319 -2.50328 0.66728 0.74
H 2.97371 -0.30527 0.86940 0.87
H 5.74007 -2.77889 3.41209 0.45
H 3.98967 -4.74211 3.03971 0.58
C -5.46655 -1.75900 -0.39017 -0.40
C -4.00165 -1.46648 -0.07597 -0.18
C -3.10989 -0.71843 -1.16698 0.08
C -3.92595 -0.04884 -2.21686 -0.08
C -5.44113 -0.30169 -2.37057 -0.58
C -6.10548 -1.36095 -1.57638 -0.95
N -3.29786 1.14562 -2.91744 0.93
O -2.06450 1.46446 -2.69902 -0.49
O -4.01255 1.92617 -3.55595 -0.57
H -6.04853 -2.38995 0.33527 0.32
H -3.52809 -1.66587 1.01632 0.27
H -2.00671 -0.60133 -1.10283 0.46
H -5.88430 0.23665 -3.08155 0.59
H -6.98165 -1.53337 -1.65045 0.59
C -1.75215 -4.00348 4.08061 -0.15
O -2.07380 -5.20715 4.11248 -0.64
N -1.62726 -3.35726 2.93034 0.30
C -1.27413 -1.98220 2.90170 -0.64
C -1.91107 -3.95496 1.63756 -0.65
H -1.58056 -3.69146 4.98859 0.57
H -0.89717 -1.66161 1.75484 0.13
H -0.43133 -1.63797 3.62145 0.37
H -2.02390 -1.19815 3.36818 0.08
H -2.95158 -4.27483 1.61988 0.33
H -1.20676 -4.77642 1.12201 0.21
H -1.65293 -3.13664 0.78356 0.11
C -0.61195 7.34763 1.62631 -0.10
O -1.06956 8.51438 1.52020 -0.65
N -0.57735 6.56190 2.68026 0.18
C 0.05490 5.29204 2.72431 -0.96
C -1.17446 6.95937 4.04225 -1.04
H -0.09739 7.03520 0.89141 0.54
H -0.35909 4.56810 3.42405 0.39
H 1.14862 5.41582 2.72291 0.34
H -0.05866 4.84760 1.60803 0.25
H -0.83143 6.39872 4.93139 0.36
H -2.04677 6.54839 3.97482 0.49
H -0.89433 8.11839 4.30376 0.23
C 4.05219 0.18838 -4.25686 -0.05
O 4.15262 0.13155 -5.57255 -0.69
N 4.91518 -0.53441 -3.53636 0.23
C 4.79605 -0.54287 -1.99831 -1.54
C 6.11328 -1.13492 -4.23656 -0.84
H 3.32468 0.88094 -3.82944 0.50
H 5.15866 -1.30536 -1.64404 0.70
H 3.90309 -0.43107 -1.57926 0.48
H 5.61089 0.16616 -1.53686 0.37
H 6.67950 -0.43041 -4.72208 0.32
H 5.69001 -1.91042 -4.97554 0.25
H 6.55134 -1.69691 -3.34602 0.27
C -3.29116 3.84206 3.46056 0.06
O -4.30901 4.43073 3.81032 -0.68
N -3.06813 2.57634 3.72269 0.10
C -2.05706 1.88313 3.01325 -0.71
C -4.05039 1.75887 4.53276 -1.20
H -2.55678 4.27034 2.70888 0.45
H -2.31258 0.84497 2.87631 0.03
H -1.26014 1.82971 3.65988 0.30
H -1.68973 2.33200 2.01512 0.36
H -5.06041 1.50402 3.85634 0.20
H -4.35599 2.39736 5.20549 0.47
H -3.56505 0.95182 4.91124 0.55
```

calculated total energy: -2584.06411 Eh
F_max: 14.673 eV Å⁻¹
E_LUMO: 0.3 eV
charge: -1
highest occupied orbital energy: -6.234 eV


Record 6
Computed, not measured: a 9-piece molecular cluster, C27H61FN9O17 overall, with ωB97M-V with the def2-TZVPD basis set.

```
115
Properties=species:S:1:pos:R:3:mulliken_charge:R:1
C -4.52075 -0.72157 3.08038 -1.36
C -3.51468 -0.49363 1.94859 -0.13
C -2.08623 -0.86565 2.26203 1.55
F -1.26746 -0.07635 1.43146 -0.47
C -1.57977 -0.56541 3.67852 -0.79
N -0.28984 -1.28169 3.63372 0.10
C -0.31377 -2.25684 2.79948 -0.83
C -1.63783 -2.34550 2.10959 0.51
C -1.65423 -3.00682 0.73414 -1.04
C -0.36843 -2.85134 -0.08147 -0.29
C -0.53687 -3.28630 -1.54389 -1.14
C 0.54369 -2.70945 -2.48154 0.07
C 1.49735 -3.73469 -3.12780 -1.11
C 2.95062 -3.52859 -2.69940 -1.20
C 3.54040 -2.21245 -3.23609 0.86
C 4.39498 -1.48630 -2.18982 -0.94
C 5.18543 -0.31323 -2.77511 -0.45
C 4.36576 0.70385 -3.58086 -0.65
C 3.29032 1.42662 -2.74510 -0.53
C 1.97768 1.60829 -3.48293 -0.57
O 1.04977 2.29971 -2.65660 -0.33
C -0.19220 1.65448 -2.51535 -0.23
H -5.34467 -0.02363 2.94928 0.54
H -4.92463 -1.73368 3.07103 0.34
H -4.10037 -0.49267 4.05437 0.14
H -3.85544 -0.98509 1.03650 0.30
H -3.48318 0.57231 1.72018 -0.23
H -2.19657 -1.01613 4.45422 0.19
H -1.49245 0.49145 3.91946 0.35
H 0.51163 -1.03008 4.19553 0.34
H 0.56074 -2.87801 2.65075 0.52
H -2.24093 -2.89424 2.85002 0.06
H -2.48666 -2.58004 0.16986 0.25
H -1.88701 -4.06595 0.85694 0.40
H 0.42393 -3.46650 0.35714 0.11
H -0.05625 -1.80354 -0.05534 0.44
H -0.49069 -4.37499 -1.59485 0.38
H -1.53053 -2.98753 -1.88263 0.51
H 1.14494 -1.98817 -1.91735 -0.05
H 0.04801 -2.13309 -3.26117 0.43
H 1.44189 -3.60728 -4.21072 0.33
H 1.19226 -4.75852 -2.90267 0.49
H 3.55938 -4.37941 -3.00894 0.50
H 3.00169 -3.50821 -1.60301 0.32
H 4.20088 -2.43020 -4.07874 -0.04
H 2.73670 -1.57196 -3.59403 -0.13
H 3.76388 -1.15371 -1.35988 0.24
H 5.09841 -2.22428 -1.79403 0.47
H 5.96901 -0.71200 -3.42126 -0.04
H 5.71399 0.22216 -1.97801 0.31
H 3.90619 0.19586 -4.43388 0.28
H 5.05453 1.43416 -4.00664 0.58
H 3.09829 0.89012 -1.81226 0.16
H 3.64779 2.41624 -2.45233 0.36
H 1.56877 0.64299 -3.79873 0.33
H 2.14153 2.19324 -4.39444 0.31
H -0.06910 0.64189 -2.12200 -0.02
H -0.78528 2.23020 -1.80588 0.08
H -0.72855 1.59874 -3.46771 0.34
C 9.23487 0.70533 -2.45355 -0.70
N 9.13330 0.51793 -3.92667 0.88
O 10.15518 0.45416 -4.56415 -0.52
O 8.01242 0.44117 -4.39081 -0.51
H 10.28395 0.75471 -2.18995 0.32
H 8.71428 1.62650 -2.21059 0.27
H 8.74053 -0.14186 -1.98785 0.26
C -5.75764 3.58699 4.91095 -0.70
N -5.14357 2.23478 4.84808 0.84
O -5.79364 1.28650 5.23024 -0.53
O -4.01042 2.15758 4.41091 -0.44
H -6.75450 3.47976 5.31966 0.31
H -5.12417 4.19660 5.54801 0.29
H -5.77019 3.98818 3.90087 0.22
C -4.83114 -2.66345 6.00638 -0.76
N -3.84174 -3.30553 5.09959 0.90
O -4.23848 -3.98836 4.19104 -0.51
O -2.65385 -3.10377 5.32665 -0.50
H -5.82198 -2.94269 5.67051 0.30
H -4.62666 -3.02537 7.00988 0.28
H -4.67565 -1.58972 5.95210 0.32
C -2.32090 3.23277 1.42590 -0.76
N -2.81880 4.60853 1.70234 0.97
O -2.20256 5.56351 1.28723 -0.62
O -3.84374 4.69842 2.34226 -0.47
H -1.40005 3.27943 0.85648 0.29
H -2.17796 2.76972 2.39800 0.24
H -3.10831 2.73085 0.87134 0.33
C -2.10613 6.25161 -1.99714 -0.38
N -2.61512 7.55317 -2.50561 0.92
O -1.83494 8.41292 -2.82884 -0.56
O -3.82808 7.65390 -2.52398 -0.55
H -1.02420 6.24409 -2.01281 0.32
H -2.49248 6.16907 -0.98817 0.01
H -2.52648 5.48366 -2.63582 0.24
C 6.60937 -1.69311 -6.30522 -0.50
N 5.51247 -2.47046 -6.94738 0.92
O 5.81218 -3.42143 -7.63015 -0.56
O 4.37827 -2.08576 -6.74533 -0.53
H 7.55401 -2.14662 -6.57826 0.35
H 6.53775 -0.67043 -6.66105 0.30
H 6.44273 -1.72432 -5.23357 0.06
C 0.24168 -4.46774 6.02734 -0.57
N 0.49887 -5.09219 7.35452 0.89
O 0.55164 -6.29701 7.40998 -0.52
O 0.62811 -4.32924 8.28570 -0.53
H 0.14669 -5.25611 5.28889 0.31
H -0.67516 -3.89421 6.11577 0.14
H 1.08936 -3.82144 5.81414 0.29
C -6.00462 5.93416 -0.56204 -0.79
N -5.43086 4.58324 -0.30419 0.90
O -6.04775 3.81571 0.39633 -0.54
O -4.36185 4.32797 -0.82641 -0.49
H -6.95200 6.00543 -0.04291 0.31
H -5.28669 6.66496 -0.20242 0.29
H -6.12143 6.02989 -1.63690 0.32
```

calculated total energy: -2936.11246 Eh
F_max: 0.638 eV Å⁻¹
E_LUMO: -4.1 eV
charge: +1
highest occupied orbital energy: -11.502 eV